Record 1
47
Properties=species:S:1:pos:R:3 method="wB97M-V/def2-TZVPD" charge=0 smiles="O=C(O)CCSc1nnc(COc2cccc3cccnc23)n1-c1ccc(Cl)cc1" e_tot_ev=-57513.945 gap_ev=8.3
H 5.235 -1.148 -0.252
C -0.185 -0.284 0.759
O 0.651 2.405 -1.034
C -2.509 0.551 1.016
H 2.279 -0.546 -3.926
C 3.704 1.196 1.627
Cl 2.983 -3.439 0.613
C 1.565 1.429 -1.261
N 2.734 1.573 0.843
C 1.750 -2.238 0.678
H 2.324 -1.560 2.626
C 4.540 -0.382 0.061
C 1.489 0.855 -2.516
H 0.707 1.198 -3.176
C 1.648 -1.427 1.797
H -6.478 0.136 -0.082
H -0.780 -0.989 -1.172
S -3.201 -1.010 1.309
C 3.380 -0.559 -2.103
H 0.021 3.846 0.235
O -4.062 -1.090 -1.790
H 5.424 -0.058 1.984
N -3.129 1.700 0.982
C -1.046 2.082 0.612
C 0.881 -2.095 -0.393
N -2.214 2.644 0.722
O -5.946 -2.159 -1.269
H -4.847 0.776 -0.431
C 4.646 0.212 1.288
C 0.227 2.774 0.275
C 2.605 1.014 -0.379
H 4.080 -1.321 -2.412
C 3.511 0.006 -0.823
C -5.414 -0.103 -0.124
C 2.385 -0.128 -2.936
C -4.962 -0.535 1.267
C 0.678 -0.443 1.835
H 0.590 0.203 2.695
H -3.935 -1.838 -2.395
H -5.502 -1.421 1.600
C -0.093 -1.117 -0.350
H 1.010 2.559 1.008
N -1.169 0.723 0.792
H 0.971 -2.740 -1.253
H 3.748 1.695 2.588
C -5.206 -1.227 -1.111
H -5.088 0.281 1.976



Record 2
100
Properties=species:S:1:pos:R:3 method="wB97M-V/def2-TZVPD" relative_energy_ev=12.853 charge=0 smiles="CC(C)=O.CC(C)=O.CC(C)=O.CC(C)=O.CC(C)=O.CC(C)=O.CC(C)=O.CC(C)=O.CC(C)=O.CC(C)=O" e_tot_ev=-52545.378 gap_ev=9.3
H 1.497 -5.792 -0.235
H -5.620 -3.652 -2.523
H -1.315 1.012 0.011
H -1.237 -3.717 -2.086
C 3.924 2.609 -5.643
H -5.858 -0.980 3.670
C -0.160 1.766 5.052
H 1.014 0.152 5.517
C -4.569 -3.810 -2.480
H 5.874 1.424 1.666
C 3.898 1.155 1.031
C 5.222 1.995 1.370
H 2.314 1.437 2.743
C -0.275 0.602 0.187
H 2.371 -0.002 1.653
C -2.042 0.859 -4.967
H 3.836 -2.139 -1.295
H 3.285 3.477 -5.876
H -3.499 1.007 1.143
C -3.800 -1.982 -0.681
H -2.973 2.286 -2.535
H 5.139 2.872 1.824
H 3.834 -2.150 1.260
O -0.260 1.331 3.873
H 0.107 -6.647 -0.324
O 3.944 -4.935 -0.178
C 0.666 1.029 6.056
C 3.658 0.651 -4.027
H 0.032 0.789 7.002
H -4.274 -4.211 -3.482
H 4.586 2.912 -4.933
O 0.741 -4.859 -2.870
H -0.489 3.678 6.023
C -4.415 0.425 3.050
C -0.340 -0.561 -2.093
H -1.634 2.567 6.404
O 2.443 3.967 3.294
H -1.863 3.252 5.003
H 3.590 -3.519 -2.197
C -1.066 -4.504 -1.378
C 0.830 -6.154 -0.965
C -5.580 -0.596 2.665
H 3.300 -3.863 2.105
H -4.383 2.334 -2.949
C 0.284 -5.161 -1.843
H 4.381 1.160 -3.260
C 3.085 1.721 -4.732
H 1.373 -6.844 -1.187
H 3.072 -0.205 -3.448
H 2.078 5.866 4.577
H 0.417 -0.060 -2.510
C -3.939 -2.534 -2.071
H -1.279 -0.113 -2.421
H -4.571 -1.048 -0.633
H 0.324 1.567 0.082
H -4.000 -2.644 -0.054
H -0.160 0.387 1.214
C 3.181 -3.214 1.210
H -1.081 -4.052 -0.382
H 2.430 -2.550 -1.397
H -3.568 0.777 -2.555
H -0.392 4.178 2.801
C 2.982 0.714 2.154
H 5.738 2.332 0.514
C 0.436 4.197 2.156
O -3.567 -1.882 -3.028
O 3.410 1.081 -0.067
H 0.081 5.006 1.391
H 1.510 1.618 6.248
H -2.900 -0.431 1.899
H -6.444 -0.011 2.050
O -3.891 2.383 -5.316
C 1.477 4.643 3.125
O -4.576 1.148 4.008
H 4.409 0.171 -4.699
H 3.546 0.188 2.837
H 4.215 2.244 -6.600
H -4.166 -4.472 -1.841
H 0.755 3.261 1.838
C -3.587 1.729 -3.089
O 1.868 1.998 -4.559
H 2.164 -2.934 1.345
H 0.260 6.014 4.009
H -0.352 -1.588 -2.525
H -4.988 -1.209 2.210
C -1.055 2.841 5.524
C 1.295 5.867 3.823
C 3.380 -2.873 -1.357
C -0.074 -0.639 -0.619
H -2.453 -0.088 -4.543
H -1.777 -5.331 -1.604
C -3.230 0.583 2.133
H -2.545 1.012 2.736
H -2.761 -1.619 -0.376
C 3.508 -3.795 -0.161
C -3.186 1.721 -4.477
H 1.436 6.799 3.261
O 0.117 -1.656 -0.011
H -2.049 0.772 -6.134
H -1.075 1.460 -4.530